[1]
The molecule C20H26N2O5S at a distorted geometry, computed with wB97M-V/def2-TZVPD.

Output
**SMILES**: CCN(CC)S(=O)(=O)c1cccc(NC(=O)COC(=O)[C@@H]2C[C@H]3C=C[C@@H]2C3)c1
**E_LUMO**: 0.4 eV
**2S+1**: 1
**E_HOMO**: -9.041 eV
**Orbital gap**: 9.42 eV

Each atom is followed by the atoms it is bonded to, with distances in Å.
Geometry (Å):
1 C -1.683 -1.881 4.936  C2 1.529, H29 1.087, H30 1.088, H31 1.087
2 C -3.073 -1.508 4.421  C1 1.529, N3 1.444, H32 1.091, H33 1.095
3 N -3.085 -0.739 3.199  C2 1.444, C4 1.444, S6 1.659
4 C -2.341 0.496 3.121  N3 1.444, C5 1.525, H34 1.091, H35 1.100
5 C -2.857 1.541 4.104  C4 1.525, H36 1.087, H37 1.087, H38 1.086
6 S -3.289 -1.579 1.783  N3 1.659, O7 1.434, O8 1.432, C9 1.797
7 O -3.526 -0.616 0.746  S6 1.434
8 O -4.263 -2.601 2.021  S6 1.432
9 C -1.707 -2.363 1.448  S6 1.797, C10 1.382, C28 1.377
10 C -1.463 -3.650 1.888  C9 1.382, C11 1.386, H39 1.078
11 C -0.215 -4.208 1.660  C10 1.386, C12 1.384, H40 1.079
12 C 0.770 -3.492 1.001  C11 1.384, C13 1.394, H41 1.077
13 C 0.508 -2.200 0.548  C12 1.394, N14 1.395, C28 1.395
14 N 1.445 -1.435 -0.146  C13 1.395, C15 1.357, H42 1.013
15 C 2.739 -1.724 -0.435  N14 1.357, O16 1.208, C17 1.531
16 O 3.340 -2.715 -0.095  C15 1.208
17 C 3.429 -0.629 -1.252  C15 1.531, O18 1.421, H43 1.095, H44 1.097
18 O 2.547 0.414 -1.643  C17 1.421, C19 1.353
19 C 2.409 0.655 -2.968  O18 1.353, O20 1.200, C21 1.504
20 O 2.983 0.028 -3.814  C19 1.200
21 C 1.485 1.821 -3.191  C19 1.504, C22 1.539, C26 1.565, H45 1.091
22 C 0.815 1.797 -4.576  C21 1.539, C23 1.547, H46 1.089, H47 1.090
23 C 1.324 3.100 -5.237  C22 1.547, C24 1.507, C27 1.532, H48 1.086
24 C 0.719 4.228 -4.442  C23 1.507, C25 1.327, H49 1.074
25 C 1.317 4.246 -3.258  C24 1.327, C26 1.507, H50 1.074
26 C 2.334 3.134 -3.249  C21 1.565, C25 1.507, C27 1.530, H51 1.087
27 C 2.765 3.128 -4.717  C23 1.532, C26 1.530, H52 1.088, H53 1.089
28 C -0.746 -1.636 0.782  C9 1.377, C13 1.395, H54 1.079
29 H -1.136 -0.998 5.257  C1 1.087
30 H -1.106 -2.388 4.166  C1 1.088
31 H -1.784 -2.547 5.788  C1 1.087
32 H -3.649 -2.407 4.197  C2 1.091
33 H -3.611 -0.946 5.191  C2 1.095
34 H -2.488 0.853 2.101  C4 1.091
35 H -1.266 0.325 3.284  C4 1.100
36 H -2.370 2.493 3.911  C5 1.087
37 H -2.652 1.251 5.131  C5 1.087
38 H -3.930 1.664 3.981  C5 1.086
39 H -2.252 -4.193 2.384  C10 1.078
40 H -0.005 -5.212 1.994  C11 1.079
41 H 1.740 -3.927 0.826  C12 1.077
42 H 1.110 -0.540 -0.483  N14 1.013
43 H 4.231 -0.199 -0.644  C17 1.095
44 H 3.874 -1.088 -2.144  C17 1.097
45 H 0.774 1.869 -2.365  C21 1.091
46 H -0.271 1.770 -4.508  C22 1.089
47 H 1.158 0.931 -5.143  C22 1.090
48 H 1.178 3.138 -6.313  C23 1.086
49 H -0.093 4.840 -4.785  C24 1.074
50 H 1.106 4.871 -2.410  C25 1.074
51 H 3.109 3.192 -2.489  C26 1.087
52 H 3.343 2.250 -4.997  C27 1.088
53 H 3.301 4.033 -4.998  C27 1.089
54 H -0.992 -0.646 0.430  C28 1.079

Löwdin population analysis, charges in e, atoms 1 to 8:
1 C -0.064
2 C -0.246
3 N -0.256
4 C -0.272
5 C -0.069
6 S 0.669
7 O -0.286
8 O -0.279

=====

[2]
The molecule C20H26N2O5S at a distorted geometry, computed with wB97M-V/def2-TZVPD.

Output
**SMILES**: CCOCCCNC(=O)c1ccc(N(C)S(=O)(=O)c2ccc(OC)cc2)cc1
**E_LUMO**: 0.6 eV
**2S+1**: 1
**E_HOMO**: -8.747 eV
**Orbital gap**: 9.31 eV

Each atom is followed by the atoms it is bonded to, with distances in Å.
Geometry (Å):
1 C -2.280 3.044 -1.683  C2 1.527, H29 1.087, H30 1.087, H31 1.087
2 C -1.919 4.304 -0.900  C1 1.527, O3 1.409, H32 1.094, H33 1.101
3 O -0.535 4.495 -0.717  C2 1.409, C4 1.415
4 C 0.172 4.897 -1.875  O3 1.415, C5 1.528, H34 1.101, H35 1.098
5 C 1.605 5.234 -1.466  C4 1.528, C6 1.531, H36 1.092, H37 1.090
6 C 2.462 3.977 -1.296  C5 1.531, N7 1.443, H38 1.094, H39 1.096
7 N 1.796 2.988 -0.483  C6 1.443, C8 1.355, H40 1.008
8 C 1.410 1.798 -1.005  N7 1.355, O9 1.220, C10 1.491
9 O 1.783 1.403 -2.097  C8 1.220
10 C 0.515 0.982 -0.137  C8 1.491, C11 1.393, C28 1.392
11 C 0.450 1.107 1.249  C10 1.393, C12 1.380, H41 1.080
12 C -0.399 0.308 1.987  C11 1.380, C13 1.396, H42 1.077
13 C -1.200 -0.649 1.361  C12 1.396, N14 1.401, C27 1.394
14 N -2.017 -1.461 2.158  C13 1.401, C15 1.445, S16 1.701
15 C -3.142 -2.129 1.545  N14 1.445, H43 1.096, H44 1.087, H45 1.089
16 S -1.171 -2.464 3.239  N14 1.701, O17 1.430, O18 1.431, C19 1.784
17 O -0.309 -1.656 4.045  S16 1.430
18 O -2.147 -3.281 3.895  S16 1.431
19 C -0.204 -3.437 2.099  S16 1.784, C20 1.384, C26 1.380
20 C -0.705 -4.635 1.621  C19 1.384, C21 1.378, H46 1.079
21 C -0.027 -5.303 0.624  C20 1.378, C22 1.400, H47 1.078
22 C 1.150 -4.767 0.087  C21 1.400, O23 1.352, C25 1.395
23 O 1.725 -5.489 -0.900  C22 1.352, C24 1.411
24 C 2.908 -5.007 -1.499  O23 1.411, H48 1.094, H49 1.089, H50 1.094
25 C 1.645 -3.562 0.584  C22 1.395, C26 1.384, H51 1.078
26 C 0.961 -2.900 1.589  C19 1.380, C25 1.384, H52 1.078
27 C -1.145 -0.769 -0.027  C13 1.394, C28 1.380, H53 1.078
28 C -0.292 0.033 -0.758  C10 1.392, C27 1.380, H54 1.080
29 H -3.360 2.920 -1.687  C1 1.087
30 H -1.936 3.108 -2.712  C1 1.087
31 H -1.826 2.173 -1.216  C1 1.087
32 H -2.324 4.235 0.113  C2 1.094
33 H -2.353 5.187 -1.394  C2 1.101
34 H -0.316 5.782 -2.311  C4 1.101
35 H 0.178 4.099 -2.629  C4 1.098
36 H 1.564 5.783 -0.524  C5 1.092
37 H 2.060 5.875 -2.222  C5 1.090
38 H 2.654 3.506 -2.265  C6 1.094
39 H 3.422 4.243 -0.840  C6 1.096
40 H 1.277 3.351 0.302  N7 1.008
41 H 1.079 1.816 1.766  C11 1.080
42 H -0.438 0.391 3.060  C12 1.077
43 H -2.841 -2.913 0.841  C15 1.096
44 H -3.712 -2.584 2.351  C15 1.087
45 H -3.758 -1.392 1.030  C15 1.089
46 H -1.611 -5.031 2.051  C20 1.079
47 H -0.386 -6.242 0.233  C21 1.078
48 H 3.723 -4.935 -0.772  C24 1.094
49 H 3.169 -5.739 -2.261  C24 1.089
50 H 2.750 -4.032 -1.970  C24 1.094
51 H 2.551 -3.128 0.194  C25 1.078
52 H 1.331 -1.970 1.990  C26 1.078
53 H -1.756 -1.495 -0.540  C27 1.078
54 H -0.229 -0.070 -1.831  C28 1.080

Löwdin population analysis, charges in e, atoms 1 to 8:
1 C -0.057
2 C -0.263
3 O -0.175
4 C -0.220
5 C -0.144
6 C -0.177
7 N 0.067
8 C -0.456

=====

[3]
A cluster of 2 separate species, C20H26N3O in total at a distorted geometry, computed with wB97M-V/def2-TZVPD.

Output
**E_LUMO**: -4.7 eV
**Charge**: +1
**2S+1**: 1
**E_HOMO**: -10.548 eV
**Orbital gap**: 5.85 eV

Each atom is followed by the atoms it is bonded to, with distances in Å.
Geometry (Å):
1 C -0.273 0.586 5.769  C2 1.541, C12 1.537, H13 1.097, H14 1.096
2 C 0.064 1.772 4.846  C1 1.541, C3 1.537, H15 1.098, H16 1.098
3 C 0.605 1.136 3.555  C2 1.537, N4 1.488, H17 1.094, H18 1.094
4 N 0.083 -0.256 3.501  C3 1.488, C5 1.376, C12 1.492
5 C 0.640 -1.199 2.668  N4 1.376, C6 1.413, H19 1.076
6 C 0.227 -2.549 2.610  C5 1.413, C7 1.416, C11 1.417
7 C -1.109 -2.926 2.892  C6 1.416, C8 1.372, H20 1.075
8 C -1.490 -4.245 2.884  C7 1.372, C9 1.387, H21 1.079
9 C -0.561 -5.238 2.615  C8 1.387, C10 1.388, H22 1.077
10 C 0.752 -4.900 2.314  C9 1.388, C11 1.374, H23 1.078
11 C 1.139 -3.583 2.283  C6 1.417, C10 1.374, H24 1.076
12 C -0.442 -0.632 4.846  C1 1.537, N4 1.492, H25 1.094, H26 1.093
13 H 0.543 0.413 6.482  C1 1.097
14 H -1.167 0.771 6.377  C1 1.096
15 H -0.832 2.370 4.633  C2 1.098
16 H 0.788 2.460 5.301  C2 1.098
17 H 0.297 1.678 2.656  C3 1.094
18 H 1.698 1.101 3.551  C3 1.094
19 H 1.538 -0.914 2.148  C5 1.076
20 H -1.841 -2.155 3.050  C7 1.075
21 H -2.519 -4.509 3.073  C8 1.079
22 H -0.861 -6.272 2.631  C9 1.077
23 H 1.468 -5.680 2.110  C10 1.078
24 H 2.155 -3.324 2.042  C11 1.076
25 H 0.121 -1.497 5.206  C12 1.094
26 H -1.486 -0.942 4.760  C12 1.093
27 C 0.679 3.149 -6.207  C28 1.528, O38 1.419, H39 1.095, H40 1.097
28 C 0.942 2.708 -4.768  C27 1.528, N29 1.475, H41 1.092, H42 1.096
29 N -0.117 1.815 -4.260  C28 1.475, C30 1.439, C36 1.480
30 C -0.108 1.483 -2.860  N29 1.439, C31 1.391, C35 1.390
31 C 1.026 0.989 -2.225  C30 1.391, C32 1.371, H43 1.076
32 C 0.958 0.629 -0.904  C31 1.371, N33 1.324, H44 1.080
33 N -0.131 0.726 -0.156  C32 1.324, C34 1.324
34 C -1.207 1.207 -0.762  N33 1.324, C35 1.372, H45 1.081
35 C -1.254 1.586 -2.080  C30 1.390, C34 1.372, H46 1.076
36 C -0.481 0.741 -5.211  N29 1.480, C37 1.528, H47 1.093, H48 1.096
37 C -0.656 1.259 -6.638  C36 1.528, O38 1.419, H49 1.097, H50 1.095
38 O 0.455 2.035 -7.057  C27 1.419, C37 1.419
39 H -0.197 3.804 -6.276  C27 1.095
40 H 1.527 3.709 -6.621  C27 1.097
41 H 1.892 2.173 -4.706  C28 1.092
42 H 1.012 3.571 -4.095  C28 1.096
43 H 1.942 0.880 -2.779  C31 1.076
44 H 1.835 0.230 -0.416  C32 1.080
45 H -2.094 1.296 -0.150  C34 1.081
46 H -2.156 1.979 -2.516  C35 1.076
47 H 0.310 -0.013 -5.175  C36 1.093
48 H -1.397 0.259 -4.852  C36 1.096
49 H -0.762 0.437 -7.356  C37 1.097
50 H -1.553 1.881 -6.734  C37 1.095

Löwdin population analysis, charges in e, atoms 1 to 8:
1 C -0.140
2 C -0.143
3 C -0.118
4 N -0.017
5 C 0.075
6 C -0.193
7 C -0.011
8 C -0.043

=====

[4]
The molecule C20H26N4, computed with wB97M-V/def2-TZVPD.

Output
**SMILES**: CCN(CC)c1ccc(CNc2nc3ccccc3n2CC)cc1
**E_LUMO**: 0.7 eV
**2S+1**: 1
**E_HOMO**: -7.462 eV
**Orbital gap**: 8.20 eV

Each atom is followed by the atoms it is bonded to, with distances in Å.
Geometry (Å):
1 C -6.136 2.220 0.420  C2 1.532, H25 1.087, H26 1.088, H27 1.087
2 C -5.664 1.065 1.308  C1 1.532, N3 1.451, H28 1.090, H29 1.091
3 N -5.161 -0.069 0.556  C2 1.451, C4 1.451, C6 1.393
4 C -6.144 -0.824 -0.200  N3 1.451, C5 1.527, H30 1.093, H31 1.101
5 C -7.290 -1.328 0.674  C4 1.527, H32 1.087, H33 1.087, H34 1.087
6 C -3.876 0.033 0.027  N3 1.393, C7 1.401, C24 1.398
7 C -2.810 0.424 0.849  C6 1.401, C8 1.377, H35 1.079
8 C -1.522 0.490 0.367  C7 1.377, C9 1.391, H36 1.080
9 C -1.230 0.158 -0.952  C8 1.391, C10 1.503, C23 1.385
10 C 0.186 0.227 -1.452  C9 1.503, N11 1.449, H37 1.093, H38 1.099
11 N 1.062 -0.545 -0.593  C10 1.449, C12 1.355, H39 1.007
12 C 2.332 -0.133 -0.363  N11 1.355, N13 1.307, N20 1.377
13 N 2.807 1.031 -0.717  C12 1.307, C14 1.373
14 C 4.095 1.059 -0.243  N13 1.373, C15 1.387, C19 1.414
15 C 5.065 2.047 -0.339  C14 1.387, C16 1.382, H40 1.078
16 C 6.299 1.796 0.230  C15 1.382, C17 1.392, H41 1.080
17 C 6.574 0.597 0.881  C16 1.392, C18 1.385, H42 1.080
18 C 5.620 -0.401 0.987  C17 1.385, C19 1.381, H43 1.081
19 C 4.385 -0.155 0.422  C14 1.414, C18 1.381, N20 1.382
20 N 3.226 -0.904 0.346  C12 1.377, C19 1.382, C21 1.437
21 C 3.035 -2.234 0.858  N20 1.437, C22 1.529, H44 1.094, H45 1.095
22 C 3.369 -3.301 -0.185  C21 1.529, H46 1.087, H47 1.087, H48 1.088
23 C -2.274 -0.245 -1.767  C9 1.385, C24 1.383, H49 1.081
24 C -3.573 -0.301 -1.295  C6 1.398, C23 1.383, H50 1.078
25 H -6.991 1.927 -0.184  C1 1.087
26 H -5.330 2.531 -0.243  C1 1.088
27 H -6.427 3.067 1.037  C1 1.087
28 H -4.872 1.428 1.962  C2 1.090
29 H -6.483 0.726 1.945  C2 1.091
30 H -5.625 -1.696 -0.606  C4 1.093
31 H -6.558 -0.250 -1.043  C4 1.101
32 H -7.853 -2.079 0.125  C5 1.087
33 H -7.974 -0.529 0.946  C5 1.087
34 H -6.898 -1.783 1.581  C5 1.087
35 H -2.991 0.664 1.886  C7 1.079
36 H -0.719 0.796 1.021  C8 1.080
37 H 0.565 1.252 -1.422  C10 1.093
38 H 0.238 -0.128 -2.491  C10 1.099
39 H 0.862 -1.529 -0.522  N11 1.007
40 H 4.851 2.975 -0.844  C15 1.078
41 H 7.073 2.547 0.170  C16 1.080
42 H 7.553 0.439 1.311  C17 1.080
43 H 5.842 -1.331 1.492  C18 1.081
44 H 3.686 -2.353 1.729  C21 1.094
45 H 1.999 -2.340 1.198  C21 1.095
46 H 3.224 -4.293 0.234  C22 1.087
47 H 4.404 -3.201 -0.500  C22 1.087
48 H 2.734 -3.196 -1.062  C22 1.088
49 H -2.078 -0.506 -2.798  C23 1.081
50 H -4.354 -0.593 -1.980  C24 1.078

Löwdin population analysis, charges in e, atoms 1 to 8:
1 C -0.066
2 C -0.225
3 N -0.126
4 C -0.249
5 C -0.085
6 C -0.240
7 C -0.015
8 C -0.035